(1)
ORCA calculation (the ωB97M-V functional and the def2-TZVPD basis) on the molecule C7H15NSi at a distorted geometry.

Geometry as XYZ:
```
24
C7H15NSi, DFT the ωB97M-V functional and the def2-TZVPD basis
C -1.36498 0.55938 -0.74728
C -2.61688 0.96500 -0.90550
C -0.92044 -0.63126 -0.12288
C -2.86217 2.16656 -1.78231
C 1.14727 0.83795 1.85688
C 1.33529 -2.48621 1.27581
C 2.16898 -0.47414 -0.96084
N -1.73578 -1.54711 0.15623
Si 0.93664 -0.70072 0.51645
H -0.53968 0.97670 -1.19244
H -3.52688 0.52528 -0.40378
H -3.19399 3.05477 -1.06791
H -3.64928 1.93600 -2.37491
H -1.95427 2.56727 -2.32144
H 1.88118 0.58530 2.47780
H 1.24973 1.75990 1.28965
H 0.29169 0.90360 2.38348
H 2.45536 -2.58327 1.38816
H 0.97809 -2.48216 2.30168
H 1.02231 -3.25584 0.54576
H 3.07680 -0.99524 -0.78775
H 1.60763 -0.89366 -1.90227
H 2.51094 0.62658 -0.97649
H -1.29649 -2.35735 0.55932
```

The energy above the lowest of the compared OMol25 structures with the same formula, charge and spin comes out at 25.9 kcal per mole. Its LUMO energy is 0.77 eV. Its orbital gap is 9.60 eV. As for the total charge: 0. The value obtained for the total energy is -16868.0880 eV. The calculation puts the HOMO energy at -0.3247 Eh.

(2)
ORCA calculation (the ωB97M-V functional and the def2-TZVPD basis) on a cluster of 2 separate species, C7H15O in total at a distorted geometry.

Geometry as XYZ:
```
23
C7H15O, DFT the ωB97M-V functional and the def2-TZVPD basis
H 0.61706 0.75522 0.79229
C -0.17760 1.83831 -1.93769
C 1.19144 2.30514 -2.19510
C -0.36515 0.30838 -1.98897
C 0.54829 -0.73270 -1.41240
C 0.19172 -0.87871 1.40400
C -0.16471 -2.26206 1.17818
C 0.15467 -0.16925 2.67968
O 0.79981 -0.12444 0.46471
H -0.67415 2.27780 -1.10352
H 1.54805 3.16390 -1.58209
H 2.02351 1.55323 -2.27042
H 0.98635 2.67591 -3.21138
H -1.39849 0.08356 -1.68782
H -0.29862 0.15132 -3.06894
H 0.15803 -1.72327 -1.18053
H 1.61783 -0.65304 -1.59505
H 0.74443 -2.80135 0.80264
H -0.45647 -2.57807 2.21960
H -1.01123 -2.35011 0.44064
H 1.02898 -0.48235 3.27215
H 0.16582 0.95201 2.68251
H -0.74452 -0.48342 3.18300
```

The energy above the lowest of the compared OMol25 structures with the same formula, charge and spin comes out at 110.7 kcal per mole. Its LUMO energy (spin up / spin down) is 0.60 / 0.71 eV. Its orbital gap (spin up / spin down) is 6.15 / 8.50 eV. As for the total charge: 0. As for the spin multiplicity: 2. The value obtained for the total energy is -9541.9912 eV. The calculation puts the HOMO energy (spin up / spin down) at -0.2039 / -0.2864 Eh.

(3)
ORCA calculation (the ωB97M-V functional and the def2-TZVPD basis) on a structure of composition C7H15O5S2 at a distorted geometry.

Geometry as XYZ:
```
29
C7H15O5S2, DFT the ωB97M-V functional and the def2-TZVPD basis
C -2.33821 -2.05041 3.08840
C -1.25589 -1.71005 2.00956
C 0.00185 -2.61075 2.13241
C 1.14305 -2.18915 1.14128
C 0.78999 -2.48577 -0.34443
O 1.55857 -0.83775 1.44010
S 1.27185 0.26608 0.22316
O 1.73513 1.54466 0.82286
O -0.39617 0.46584 0.11330
S -0.68169 1.31486 -1.36292
H -1.83655 -1.95539 4.07387
H -3.17149 -1.32856 3.02817
H -2.72163 -3.08250 2.99473
H -1.69599 -1.72061 0.99320
H -0.93563 -0.67001 2.20241
H 0.42424 -2.59351 3.15773
H -0.26334 -3.66447 1.89325
H 2.00351 -2.84292 1.40313
H 1.59690 -2.26197 -1.05955
H -0.17955 -2.04109 -0.64045
H 0.62586 -3.58491 -0.40479
H -2.03948 1.14375 -1.56032
C 1.42222 4.81748 -3.24028
C 0.20914 4.54883 -4.14210
O -0.26335 5.54372 -4.73687
O -0.17123 3.35202 -4.17905
H 1.70056 5.87283 -3.25312
H 1.19061 4.53147 -2.21122
H 2.27671 4.22828 -3.58246
```

The energy above the lowest of the compared OMol25 structures with the same formula, charge and spin comes out at 46.3 kcal per mole. Its LUMO energy is 2.46 eV. Its orbital gap is 6.37 eV. As for the total charge: -1. The value obtained for the total energy is -39409.5636 eV. The calculation puts the HOMO energy at -0.1434 Eh.

(4)
ORCA calculation (the ωB97M-V functional and the def2-TZVPD basis) on a cluster of 2 separate species, C7H15P in total at a distorted geometry.

Geometry as XYZ:
```
23
C7H15P, DFT the ωB97M-V functional and the def2-TZVPD basis
C 0.48693 -1.07479 -2.47811
C 0.87447 -0.71600 -1.25830
C 1.95086 -1.39682 -0.51680
C 1.21910 1.52066 0.19636
C -1.50728 1.17249 1.76169
C 0.34073 0.54274 -0.63178
C -0.94387 -0.05551 1.08106
P -2.14850 -1.25797 0.27076
H -0.46982 -0.75354 -2.89372
H 1.02253 -1.97290 -2.97986
H 2.54456 -2.13246 -1.14181
H 1.46248 -1.83229 0.29345
H 2.71611 -0.68743 -0.05153
H 0.89820 1.48890 1.23343
H 0.76976 2.58374 0.00669
H 2.22664 1.40874 -0.08710
H -2.06210 1.66227 1.04164
H -0.66077 1.94159 2.12776
H -2.14745 0.90595 2.65156
H -0.35821 1.06211 -1.29873
H -0.17986 -0.65084 1.58986
H -3.14443 -0.23895 -0.28394
H -2.89010 -1.51969 1.36742
```

The energy above the lowest of the compared OMol25 structures with the same formula, charge and spin comes out at 65.2 kcal per mole. Its LUMO energy is 0.96 eV. Its orbital gap is 9.02 eV. As for the total charge: 0. The value obtained for the total energy is -16786.8144 eV. The calculation puts the HOMO energy at -0.2959 Eh.

(5)
ORCA calculation (the ωB97M-V functional and the def2-TZVPD basis) on the molecule C7H15P at a distorted geometry.

Geometry as XYZ:
```
23
C7H15P, DFT the ωB97M-V functional and the def2-TZVPD basis
C 1.60810 -0.69586 0.75644
C 2.32771 -1.46314 1.76528
C 2.23303 -0.00755 -0.37677
C -0.82872 -0.22620 -1.66469
C -1.09842 1.75567 -0.03208
C -2.79438 0.01416 -0.02808
C -1.36191 0.23833 -0.24528
P -0.32458 -0.75051 1.08942
H 1.94210 -2.50911 1.93318
H 2.36222 -0.82552 2.69404
H 3.51796 -1.49551 1.68760
H 3.26712 0.53042 -0.16373
H 1.69780 0.82670 -0.80577
H 2.52851 -0.84537 -1.21990
H -1.03031 0.61437 -2.32888
H 0.29902 -0.32207 -1.51105
H -1.34946 -1.06449 -1.90314
H -1.36011 2.35004 -0.94291
H -1.80765 2.15545 0.66835
H -0.13965 1.85622 0.31759
H -3.15402 0.18491 1.00685
H -3.32209 0.66674 -0.65451
H -3.21227 -0.98768 -0.04198
```

The energy above the lowest of the compared OMol25 structures with the same formula, charge and spin comes out at 54.6 kcal per mole. Its LUMO energy (spin up / spin down) is -0.10 / 0.03 eV. Its orbital gap (spin up / spin down) is 7.60 / 7.72 eV. As for the total charge: 0. The value obtained for the total energy is -16787.2731 eV. The calculation puts the HOMO energy (spin up / spin down) at -0.2830 / -0.2828 Eh.

(6)
ORCA calculation (the ωB97M-V functional and the def2-TZVPD basis) on a structure of composition C7H16BBr4NO4 at a distorted geometry.

Geometry as XYZ:
```
33
C7H16BBr4NO4, DFT the ωB97M-V functional and the def2-TZVPD basis
C -1.01800 -0.04848 -0.10951
C -0.13248 -1.25400 0.22212
O 1.27458 -0.92574 0.18341
C 1.53510 -0.21765 1.32756
O 0.79302 -0.27276 2.26195
O 2.70188 0.56507 1.63710
B 2.17178 1.79685 2.18757
N 1.95698 1.93952 3.59077
O 1.88663 2.87070 1.36259
H -1.23155 -0.03809 -1.17712
H -1.93725 -0.04934 0.46923
H -0.48012 0.87725 0.10757
H -0.30698 -1.99881 -0.55463
H -0.43336 -1.73347 1.14878
H 2.08482 1.04249 4.04846
H 0.97261 2.15237 3.72440
H 0.98410 2.76724 1.03237
Br -5.17732 0.83758 0.01719
C -5.96832 -0.90072 -0.34987
C -5.12826 -2.01816 0.20535
Br -3.55330 -2.33831 -0.88979
H -6.09912 -0.96732 -1.42457
H -6.94180 -0.88194 0.13444
H -5.68224 -2.95386 0.19290
H -4.77712 -1.81972 1.21239
Br 6.16224 -0.27965 -2.27951
C 4.36795 -0.09978 -3.01973
C 3.62709 1.05993 -2.40796
Br 2.99472 0.65471 -0.58204
H 3.86749 -1.04903 -2.85803
H 4.51863 0.05030 -4.08666
H 2.73359 1.27660 -2.99316
H 4.23399 1.95621 -2.33354
```

Its LUMO energy is 0.31 eV. Its orbital gap is 9.24 eV. As for the total charge: 0. The value obtained for the total energy is -298045.4375 eV. The calculation puts the HOMO energy at -0.3283 Eh.